Record 1
Entry from OMol25: 7 unconnected molecules or ions with the total composition C26H39F3O4S4 (ωB97M-V with the def2-TZVPD basis set).

Orbital gap in Ha: 0.3173

Geometry as XYZ:
```
76
Properties=species:S:1:pos:R:3:forces:R:3
F 1.9704 -0.0988 4.1501 0.0297 1.2211 -0.1878
C 2.3818 -1.3458 3.9212 0.2895 0.2128 0.4073
C 3.1488 -1.6536 2.8121 -1.3315 1.4380 0.0319
C 3.4847 -2.9325 2.6058 1.0613 -1.4485 0.0752
C 3.1427 -3.9165 3.5253 -0.0563 -0.2807 -0.6490
C 2.3080 -3.6287 4.5513 0.2174 2.5237 1.1206
C 2.0324 -2.2570 4.8576 -0.1063 -2.5998 -0.6283
H 3.3300 -0.9428 2.0377 0.1520 0.5622 -0.2186
H 4.0325 -3.1251 1.7089 0.3035 -0.4571 -0.1685
H 3.5196 -4.9067 3.4597 0.0995 -0.7978 -0.5179
H 1.9597 -4.3740 5.2072 -0.2109 -0.8368 0.7920
H 1.5616 -1.9972 5.7751 -0.5670 0.3222 0.3520
F -5.7215 -2.1702 -2.9127 0.0513 -0.5271 -1.2600
C -5.9706 -1.8824 -1.6540 -0.6319 0.1547 1.8019
C -6.2253 -0.5679 -1.3215 -0.0823 0.0650 -1.2723
C -6.2575 -0.2155 -0.0145 -0.6571 0.0209 2.0769
C -6.2163 -1.1769 1.0156 0.3727 -0.3276 -1.5379
C -6.0938 -2.5301 0.6553 -0.2531 1.2709 -0.5082
C -5.9943 -2.8851 -0.6926 1.3596 0.1169 -1.0959
H -6.4648 0.1344 -2.1074 0.4446 0.1882 -0.0870
H -6.4093 0.8180 0.2807 0.0271 -0.0214 -0.1698
H -6.2376 -0.8140 2.0228 -0.0708 -0.2542 0.4569
H -6.0820 -3.2776 1.4004 0.0911 -0.7330 0.6976
H -5.6625 -3.8439 -1.1252 -0.6208 0.0764 0.9002
F -2.7772 3.8304 2.3583 0.3831 -0.5359 -0.0404
C -2.6100 2.4686 2.2857 -0.4759 1.1012 0.7211
C -3.1403 1.8183 1.2196 1.0048 -2.4082 0.3399
C -2.9509 0.4175 1.1582 0.3187 0.9237 0.4429
C -2.2967 -0.3149 2.1381 -0.1660 1.8189 0.8578
C -1.8944 0.4080 3.2934 0.1213 0.0545 -0.5797
C -2.0193 1.8109 3.3459 0.5355 -1.0201 0.4646
H -3.5264 2.2735 0.3639 -0.7795 1.0170 -0.9136
H -3.3181 -0.0454 0.2856 -0.2889 -0.7016 -0.8803
H -2.0810 -1.3547 1.9943 -0.1194 -0.3726 0.2065
H -1.4481 -0.1135 4.1450 -0.0139 0.2160 -0.3799
H -1.5815 2.3545 4.1892 -0.4306 -0.1027 -0.3286
C 6.4718 -0.9234 1.1160 -1.1922 -1.0634 -0.2054
S 6.6000 0.7660 0.4682 1.3919 -0.1301 -0.0134
O 7.6328 0.7012 -0.6116 -0.2607 0.1040 0.1103
C 4.9984 0.8996 -0.3155 -0.2121 -0.0907 1.0056
H 7.4404 -1.4248 1.3452 -0.5796 1.0217 -0.0149
H 5.9597 -1.5498 0.3626 0.3627 0.3034 0.0208
H 5.7508 -0.9519 1.9611 0.7677 0.1901 -0.1418
H 4.9038 0.0979 -1.0396 -0.1579 -0.0562 -0.0723
H 4.9454 1.9049 -0.7910 -0.1430 -0.7263 0.5865
H 4.3287 0.7237 0.5759 0.0834 0.4834 -1.2574
C 3.3017 -2.1299 -2.7878 -1.5681 0.6165 0.9354
S 2.7415 -2.6807 -1.1515 0.4828 -0.8885 -0.1282
O 3.6866 -2.1454 -0.1116 -0.2502 0.2613 -0.7791
C 1.3037 -1.6539 -1.1546 0.7695 1.1787 1.0951
H 2.4374 -2.3039 -3.4452 0.4299 0.2177 0.0202
H 4.1639 -2.6496 -3.1076 0.9481 -0.5192 -0.1477
H 3.4595 -1.0591 -2.6298 0.1647 -0.0990 -0.4912
H 0.6385 -1.9000 -1.9179 -0.6366 -0.4554 -1.6842
H 1.6430 -0.6127 -1.2285 -0.2208 -0.1750 -0.0625
H 0.7240 -1.7748 -0.2669 0.0567 -0.1707 1.0810
C -1.7907 -0.2126 -3.6450 -0.0089 -0.5899 -1.2060
S -0.0745 0.2354 -3.4723 0.0674 1.4360 0.5019
O 0.7290 -0.8653 -4.0204 0.4564 -1.4340 -0.5036
C 0.1042 1.5230 -4.6889 -0.5404 -0.1675 -1.1882
H -2.4550 0.6345 -3.5551 -0.0352 0.3426 0.2662
H -1.9418 -0.9261 -2.8326 -0.3028 -0.0507 -0.2615
H -1.9315 -0.6709 -4.6626 0.1428 0.1987 1.0303
H 1.1852 1.6165 -4.8847 -0.5306 -0.4517 -0.3000
H -0.1831 2.4446 -4.2594 -0.5541 0.9879 0.6580
H -0.5658 1.3594 -5.5850 1.1583 -0.1073 0.7324
C 0.4362 4.4195 -0.4703 0.3047 0.8612 -0.5604
S -0.4025 4.6032 -2.0581 0.9561 0.8567 0.3659
O -1.1371 3.3691 -2.3747 -0.6335 -0.7373 0.0542
C -1.5172 5.7906 -1.3374 -1.8811 0.5500 -1.8191
H -0.3388 4.2169 0.2608 0.1950 -0.1205 0.3302
H 0.9393 5.4095 -0.3188 -0.3742 -0.9296 0.1671
H 1.1655 3.6323 -0.5569 0.2459 -0.2878 0.1412
H -1.9980 5.3744 -0.4434 -0.0355 0.1679 -0.3186
H -2.2758 6.0448 -2.1771 1.0168 -0.4469 1.5863
H -0.9717 6.7045 -1.1242 0.1165 0.0408 0.1456
```
Forces are in eV/Å.

Atomic partial charges in e from the Mulliken method, atoms 1 to 8: -0.35 0.35 -0.33 -0.37 -0.79 -0.43 -0.34 0.53

---

Record 2
Entry from OMol25: a molecular structure, C26H39FN3O3Sb2Se4Sn (ωB97M-V with the def2-TZVPD basis set).

Charge: -1
ΔE to the lowest compared entry with this formula, charge and spin in eV: 0.877
Orbital gap in Ha: 0.1480

Geometry as XYZ:
```
79
Properties=species:S:1:pos:R:3:forces:R:3
Sn -2.0682 -0.2978 -1.1052 -0.3309 -0.6720 -0.2773
F -2.1763 -1.4029 5.0261 -0.0284 0.0040 -0.0234
C -1.0820 -1.0636 4.3091 0.0008 0.0049 0.0414
C -1.0024 -1.4174 2.9967 -0.0694 -0.0300 -0.0199
C 0.1194 -1.0319 2.2619 0.0300 -0.0218 -0.0726
C 0.1015 -1.2394 0.8135 0.0119 -0.0496 -0.0573
O -0.8367 -1.8639 0.2817 -0.0320 0.1452 -0.0494
C 1.1856 -0.6592 0.0822 -0.0876 0.0249 -0.0088
C 2.2066 -0.0852 0.7572 0.0398 -0.0456 0.0584
N 2.2526 0.0635 2.1083 0.0474 -0.1209 -0.0495
C 3.4333 0.6510 2.6911 -0.2221 0.0713 -0.0066
C 4.1387 -0.1008 3.7751 0.0456 -0.0684 0.0526
C 4.7497 -0.0054 2.4085 0.0866 0.0382 -0.0421
C 1.1592 -0.3264 2.8747 0.1132 0.1662 -0.0525
C 1.0375 0.0474 4.2176 0.0296 0.0299 0.0485
C -0.0863 -0.3029 4.9324 -0.0387 0.0405 0.0771
N -0.2864 0.2994 6.2290 0.0421 -0.0373 -0.0062
C -0.7309 -0.6088 7.2775 -0.0198 0.1010 -0.0508
C -0.7950 0.1508 8.5873 -0.0091 0.0636 -0.0409
N -1.7991 1.2621 8.4150 0.1106 -0.0423 -0.1317
C -1.3242 2.2204 7.3447 -0.0462 -0.0404 -0.0216
C -1.2206 1.4206 6.0732 0.0561 -0.0745 -0.0008
C 1.2309 -0.6502 -1.4314 -0.2404 0.0634 -0.1594
O 2.3281 -0.7886 -1.9644 -0.0196 -0.0024 -0.0340
O 0.1038 -0.4640 -2.0224 0.3359 -0.0451 0.3500
H -1.8360 -1.8956 2.4921 0.0258 0.0093 0.0090
H 3.0626 0.2888 0.2106 0.0071 -0.0172 0.0049
H 3.4189 1.7341 2.7412 -0.0245 0.0003 0.0671
H 3.7084 -1.0497 4.0634 -0.0017 -0.0115 -0.0193
H 4.5742 0.4653 4.5871 0.0005 0.0206 -0.0203
H 4.7395 -0.8886 1.7848 -0.0343 0.0009 0.0191
H 5.6049 0.6409 2.2678 -0.0189 -0.0032 -0.0033
H 1.7723 0.6842 4.6909 -0.0065 -0.0595 0.0045
H -0.0266 -1.4338 7.3728 0.0328 -0.0114 0.0118
H -1.7223 -1.0362 7.0762 0.0193 -0.0536 0.0233
H 0.1579 0.6270 8.8100 0.0037 0.0180 0.0627
H -1.1085 -0.4732 9.4216 -0.0591 -0.0229 -0.0298
H -1.9964 1.7353 9.2929 0.0341 0.0386 0.0260
H -2.6736 0.8544 8.0710 -0.0680 0.0078 0.0587
H -0.3672 2.6177 7.6799 0.0012 -0.0008 0.0342
H -2.0603 3.0159 7.2463 -0.0187 -0.0086 -0.0077
H -0.8940 2.0630 5.2577 -0.0064 0.0137 0.0026
H -2.2209 1.0767 5.7674 -0.0392 0.0332 -0.0511
Se -5.4470 2.7717 0.2401 0.0250 -0.0271 -0.0442
Sb -3.8736 1.3860 1.4130 0.0804 0.2336 0.0440
Se -4.1078 -1.0391 0.9926 0.2117 0.1195 -0.1148
Se -1.5092 1.7397 0.3551 -0.0883 0.1199 0.3330
Se -3.6302 1.9097 3.7868 0.0333 0.0115 0.1444
C 0.8414 1.6422 -7.5271 -0.0158 -0.0348 -0.0179
C 0.6793 0.1586 -7.1903 0.2163 0.0509 -0.0444
C 1.8896 -0.6128 -7.7228 -0.0392 0.0093 -0.0087
Sb 0.6198 -0.0545 -5.0034 -0.0335 0.0082 -0.1515
C -1.3611 0.8023 -4.6988 0.0027 0.1451 -0.0142
C -1.2405 2.1911 -4.0702 0.0016 -0.0326 -0.0087
C -2.2915 0.8165 -5.9084 0.0162 0.0085 0.0575
C -0.0961 -2.1195 -4.9100 0.0449 -0.0549 -0.0856
C -0.6889 -2.6728 -6.2045 -0.0207 0.0226 0.0715
C 0.9916 -3.0501 -4.3781 -0.0064 0.0330 0.0014
H 0.9118 1.8043 -8.6105 0.0049 -0.0140 0.0198
H 1.7589 2.0389 -7.0798 -0.0174 -0.0144 -0.0040
H 0.0151 2.2509 -7.1558 -0.0073 -0.0094 -0.0011
H -0.2317 -0.2246 -7.6555 -0.0301 -0.0133 0.0630
H 2.8147 -0.2144 -7.2932 -0.0212 -0.0058 -0.0057
H 1.9746 -0.5304 -8.8143 -0.0049 0.0144 0.0250
H 1.8555 -1.6758 -7.4743 -0.0168 0.0088 -0.0068
H -1.7876 0.1265 -3.9548 0.0000 -0.0294 0.0120
H -0.7527 2.8940 -4.7546 -0.0307 -0.0083 0.0043
H -0.6506 2.1675 -3.1505 -0.0197 -0.0244 -0.0252
H -2.2256 2.5993 -3.8193 0.0144 -0.0102 -0.0062
H -1.9367 1.4928 -6.6890 0.0068 0.0000 -0.0046
H -3.2873 1.1623 -5.6093 0.0109 0.0058 -0.0044
H -2.4085 -0.1710 -6.3568 -0.0038 0.0068 0.0169
H -0.8917 -2.0450 -4.1639 0.0277 -0.0135 0.0412
H 0.0644 -2.7584 -6.9907 0.0048 -0.0034 0.0011
H -1.5004 -2.0576 -6.5948 0.0083 -0.0071 0.0207
H -1.0909 -3.6790 -6.0335 0.0062 0.0118 -0.0057
H 1.8307 -3.1132 -5.0795 -0.0243 -0.0210 -0.0069
H 0.5974 -4.0647 -4.2408 0.0205 0.0147 -0.0137
H 1.3930 -2.7047 -3.4258 -0.0089 0.0429 0.0030
```
Forces are in eV/Å.

Atomic partial charges in e from the Mulliken method, atoms 1 to 8: 0.47 -0.39 0.16 -0.96 0.33 1.12 -1.00 0.18

---

Record 3
Entry from OMol25: a molecular structure, C26H39IrN3O7PS2Si (ωB97M-V with the def2-TZVPD basis set).

ΔE to the lowest compared entry with this formula, charge and spin in eV: 1.635
Orbital gap in Ha: 0.2844

Geometry as XYZ:
```
80
Properties=species:S:1:pos:R:3:forces:R:3
Ir 0.1001 -0.0856 0.0823 -0.1385 -0.3408 -0.2387
O 4.2782 1.0919 -0.0319 -0.0189 -0.0158 -0.0237
S 2.9966 1.0572 0.5971 0.0224 0.0820 -0.1942
O 2.2091 2.2906 0.5179 0.0989 0.1913 0.1181
O 2.1750 -0.0922 0.1366 -0.0298 -0.1851 0.1963
C 3.2935 0.8887 2.3386 -0.0104 -0.1557 -0.0315
C 4.6144 0.7392 2.7266 -0.0017 0.0071 0.0036
C 4.9515 0.6759 4.0711 0.0051 0.0050 0.0025
C 3.9637 0.7773 5.0314 -0.0081 -0.0071 0.0008
C 2.6376 0.9291 4.6511 0.0179 0.0670 -0.0143
C 2.2927 0.9825 3.3062 -0.0481 0.1338 0.0556
S 0.5229 0.9632 3.0389 -0.6017 -0.6612 -0.4855
O -0.0603 1.3167 4.2947 -0.0689 -0.1307 0.0112
O -0.0008 1.9013 1.9787 0.9402 1.3637 0.9762
O 0.2297 -0.3820 2.5210 0.1907 0.0474 -0.0899
H 5.3710 0.6916 1.9571 -0.0011 -0.0065 -0.0013
H 5.9877 0.5582 4.3585 -0.0006 0.0010 0.0022
H 4.2126 0.7399 6.0834 0.0025 -0.0001 -0.0013
H 1.8600 1.0070 5.3948 -0.0012 0.0009 0.0028
C -1.7847 2.8766 0.3467 -0.0217 0.0220 -0.0690
Si 0.0876 2.5991 0.3243 -0.7627 -0.7861 -0.5892
C 0.2484 1.5484 -1.2805 0.3102 0.9688 0.2747
C 0.6706 4.3763 0.3852 0.1153 -0.0043 0.1083
C 0.4886 5.1352 1.5413 -0.0256 0.0164 -0.0216
C 0.8620 6.4714 1.5855 -0.0010 0.0071 -0.0003
C 1.4116 7.0762 0.4639 -0.0033 0.0049 0.0034
C 1.5920 6.3373 -0.6966 -0.0100 -0.0076 0.0030
C 1.2301 4.9977 -0.7299 0.0194 -0.0085 -0.0073
H -2.0815 3.4958 -0.5060 0.0253 0.0037 0.0049
H -2.1106 3.3909 1.2545 0.0078 0.0104 0.0025
H -2.3016 1.9202 0.2720 -0.0160 0.0131 -0.0002
H -0.5195 1.8887 -1.9763 -0.1109 -0.1746 -0.0186
H 0.0262 0.2910 -1.5223 0.0865 -0.5970 0.0601
H 1.2366 1.6163 -1.7310 -0.0474 0.0617 -0.1479
H 0.0514 4.6789 2.4239 0.0049 -0.0008 0.0013
H 0.7213 7.0420 2.4953 0.0009 0.0012 0.0005
H 1.6999 8.1194 0.4948 0.0011 -0.0004 0.0009
H 2.0234 6.8028 -1.5740 -0.0002 -0.0010 -0.0012
H 1.3989 4.4288 -1.6383 0.0050 -0.0073 0.0078
O -1.9619 -0.4282 -0.1055 0.0965 0.2153 0.1652
P -2.9669 -1.2551 0.6636 -0.0804 -0.1586 -0.0487
N -2.2297 -2.5598 1.3056 0.0051 0.0333 0.0881
C -0.8554 -2.9981 0.9917 -0.0101 -0.0213 -0.0471
C -0.8345 -4.4517 1.4652 -0.0016 -0.0062 0.0117
C -1.8399 -4.4555 2.6155 0.0080 0.0034 -0.0050
C -2.9595 -3.5775 2.0708 0.0035 -0.0109 -0.0071
N -4.1163 -1.8510 -0.3680 0.0920 0.0627 -0.1197
C -3.5545 -2.6978 -1.4529 -0.0066 0.0022 -0.0028
C -4.4527 -2.4321 -2.6610 -0.0038 -0.0101 0.0016
C -5.7640 -1.9720 -2.0319 -0.0022 -0.0116 0.0019
C -5.2905 -1.1171 -0.8645 -0.0420 -0.0307 0.0455
N -3.7843 -0.5054 1.8807 0.0899 0.0411 -0.0489
C -4.6025 0.7043 1.6037 -0.0576 -0.0376 0.0077
C -4.5446 1.5150 2.8978 0.0050 -0.0042 0.0094
C -3.1971 1.1302 3.4934 0.0056 0.0081 -0.0054
C -3.1250 -0.3618 3.2049 0.0173 0.0218 -0.0005
H -0.1265 -2.4035 1.5475 -0.0130 -0.0364 0.0164
H -0.6415 -2.9047 -0.0750 0.0073 0.0053 0.0144
H 0.1643 -4.7690 1.7598 0.0018 0.0033 -0.0032
H -1.1802 -5.1126 0.6669 -0.0027 -0.0012 0.0006
H -1.3990 -3.9840 3.4967 -0.0042 -0.0078 0.0050
H -2.1845 -5.4509 2.8918 -0.0018 -0.0033 -0.0091
H -3.5688 -3.1196 2.8500 0.0137 0.0058 0.0096
H -3.6257 -4.1514 1.4158 -0.0138 0.0090 0.0066
H -3.5872 -3.7476 -1.1485 -0.0130 0.0042 0.0089
H -2.5157 -2.4353 -1.6639 0.0044 -0.0118 -0.0016
H -4.5636 -3.3136 -3.2906 0.0101 0.0059 -0.0099
H -4.0295 -1.6321 -3.2713 -0.0052 0.0106 0.0105
H -6.3244 -2.8304 -1.6549 -0.0040 0.0043 0.0030
H -6.4046 -1.4183 -2.7166 0.0030 -0.0015 -0.0045
H -6.0449 -1.0327 -0.0847 0.0047 -0.0079 -0.0051
H -5.0289 -0.1111 -1.2118 -0.0074 0.0016 0.0005
H -5.6257 0.4356 1.3483 0.0049 -0.0117 0.0210
H -4.1785 1.2731 0.7744 -0.0115 0.0144 -0.0119
H -5.3536 1.2078 3.5649 -0.0063 0.0095 -0.0036
H -4.6482 2.5824 2.7067 0.0070 -0.0005 0.0008
H -3.1030 1.3539 4.5546 0.0000 -0.0043 -0.0007
H -2.3936 1.6452 2.9671 0.0007 0.0029 0.0011
H -3.6894 -0.9301 3.9513 -0.0044 -0.0002 -0.0054
H -2.1042 -0.7380 3.1802 -0.0155 -0.0048 0.0100
```
Forces are in eV/Å.

Atomic partial charges in e from the Mulliken method, atoms 1 to 8: 1.50 -0.80 1.64 -0.79 -0.93 -0.44 -0.59 -0.61

---

| no. | E_HOMO (eV) |
| --- | --- |
| 1 | -8.3 |
| 2 | -3.7 |
| 3 | -7.4 |